Density functional theory data (wB97M-V/def2-TZVPD) for a structure of composition C12H28GaMg.

XYZ file:
```
42
Properties=species:S:1:pos:R:3:forces:R:3:mulliken_charge:R:1
C 2.5004 -2.6118 1.4310 0.1799 -0.9534 -0.2419 -0.93
C 2.8765 -2.9073 -0.0667 -0.7216 0.0641 0.4563 -0.61
C 2.3599 -1.8498 -1.0900 0.4897 -0.5844 -0.4856 -0.59
C 3.3232 -0.6462 -1.3065 0.2909 -0.7303 0.8414 -0.36
C 3.5147 0.2946 -0.0748 -0.1468 1.3380 -1.3828 -0.49
C 2.4221 1.4252 0.0424 0.1211 -1.3426 1.4231 -0.09
C 0.9871 0.8764 0.2289 -0.3726 0.8303 -0.6875 -0.24
C -0.0663 1.9649 0.6594 0.4469 -0.4964 -0.9788 -0.69
C -1.4201 1.6053 -0.0241 -0.2598 -0.1664 0.8905 -0.84
C -2.6793 1.8181 0.8615 -0.5189 -0.5418 -0.4545 -0.66
C -3.9321 1.4273 -0.0347 -0.2004 -0.9129 -0.3013 -0.61
C -4.9493 0.5469 0.7130 0.4893 3.0932 1.0445 -0.64
Ga -5.3396 -1.0591 -0.6128 0.0959 -1.3800 -1.5008 0.48
H 1.7373 -1.8260 1.5536 0.5108 -0.1656 -0.0495 0.16
H 2.0545 -3.5349 1.8536 0.2312 0.5538 -0.0960 0.34
H 3.4129 -2.4286 2.0250 -0.5667 0.3074 -0.1252 0.29
H 2.3800 -3.8606 -0.3362 0.3566 0.4875 0.0417 0.39
H 3.9639 -3.0948 -0.1237 -0.4456 0.2342 -0.2735 0.30
H 1.3282 -1.5775 -0.8149 0.4934 0.1110 -0.1103 0.17
H 2.2858 -2.3695 -2.0691 0.0012 0.3535 0.4551 0.38
H 3.0376 -0.1022 -2.2464 -0.0675 -0.0630 0.5142 0.29
H 4.3198 -1.0894 -1.5224 -0.5347 0.2210 -0.0210 0.37
H 3.6607 -0.2385 0.8772 -0.2125 0.1625 -0.4640 0.32
H 4.4807 0.8565 -0.2507 -0.2458 -0.4403 0.3368 0.11
H 2.7124 2.0443 0.9120 -0.1912 0.0223 -0.4820 0.29
H 2.4362 2.1089 -0.8640 -0.6509 -0.2791 0.8394 -0.17
H 0.6621 0.4951 -0.7629 0.1767 0.0252 0.5923 0.30
H 0.9281 0.0374 0.9410 0.3613 0.3020 -0.3137 0.00
H -0.1560 1.9671 1.7580 0.0195 0.2009 -0.4401 0.42
H 0.3266 2.9394 0.3003 -0.4768 -0.3058 0.4473 0.43
H -1.3943 0.5211 -0.2682 -0.1072 0.5748 0.0816 0.40
H -1.5959 2.1359 -0.9788 0.3742 -0.1194 0.4154 0.32
H -2.7127 1.1443 1.7425 0.5095 0.4076 -0.3888 0.35
H -2.7918 2.8515 1.2418 0.0319 -0.4454 -0.2898 0.32
H -3.5250 0.8090 -0.8769 0.0410 0.4072 0.3384 0.27
H -4.3946 2.3061 -0.5221 -0.0034 -0.5336 0.3174 0.41
H -4.4954 0.0687 1.6017 -0.5288 -0.4123 -0.5838 0.37
H -5.8610 1.1214 0.9419 0.1454 -0.7409 -0.0123 0.39
H -6.3928 -2.0116 0.1418 0.2327 0.3441 0.6206 -0.15
H -5.8907 -0.4192 -1.9806 0.2922 0.4230 0.3929 -0.17
H -3.9784 -1.8699 -0.8941 -0.1720 0.2052 0.0769 -0.20
Mg 3.8647 2.1311 -2.1058 0.5315 -0.0556 -0.4426 0.56
```
Forces are in eV/Å.

Output
Kohn-Sham gap: 1.5 eV
E_HOMO: -9.59 eV
total charge: +1
max |F|: 3.30 eV Å⁻¹

Density functional theory data (wB97M-V/def2-TZVPD) for a structure of composition C12H28IN2NiO2Se2.

XYZ file:
```
48
Properties=species:S:1:pos:R:3:forces:R:3:mulliken_charge:R:1
Ni -0.0537 0.3609 0.1809 0.3810 0.8060 0.2264 0.78
O -3.3709 4.9269 2.9422 -0.0986 -0.0819 -0.0013 -0.59
C -3.2103 4.5766 1.5771 0.0158 -0.1048 -0.1743 -1.20
C -2.5810 3.1851 1.3255 -0.0766 0.1344 0.2230 2.01
C -3.5274 2.1106 1.8764 0.1420 -0.0037 -0.0710 -0.56
O -3.6120 2.1072 3.3057 -0.0695 0.1492 0.0330 -0.66
C -1.2055 3.1555 2.0061 0.1120 -0.1851 -0.0257 -1.45
Se -0.4523 1.3855 2.4200 -0.0379 -0.0090 0.2882 -0.41
C -2.4653 3.0458 -0.1938 0.0682 -0.1731 0.1049 -1.53
Se -2.0096 1.2781 -0.9275 -0.2364 -0.0873 -0.4501 -0.45
H -3.6927 4.1277 3.3866 0.1214 -0.0315 0.0536 0.45
H -2.5828 5.3491 1.1223 0.0127 -0.0107 0.0367 0.41
H -4.1858 4.5977 1.0663 0.0341 0.0385 -0.0021 0.41
H -3.1911 1.1352 1.5296 -0.0122 -0.0007 -0.0726 -0.19
H -4.5361 2.2819 1.4881 -0.0291 0.0030 0.0860 0.50
H -2.7578 1.7486 3.6054 0.0167 0.0029 -0.0779 0.39
H -1.2578 3.6704 2.9629 -0.0238 0.0367 -0.0093 0.39
H -0.4756 3.6796 1.3892 -0.0278 0.0462 -0.0321 0.40
H -1.7166 3.7485 -0.5599 -0.0147 0.0373 0.0187 0.47
H -3.4209 3.2994 -0.6585 0.0025 0.0003 -0.0189 0.41
C 1.7327 -1.5592 -1.7741 0.0233 0.0388 0.0502 -1.49
N 0.3294 -1.1802 -1.6313 -0.1026 -0.0952 -0.0970 0.99
C -0.1423 -0.6714 -2.9200 -0.0135 0.0197 0.0137 -1.34
C -0.4878 -2.3281 -1.2364 0.0388 -0.0191 0.0698 -0.96
C -0.2166 -2.7418 0.1983 -0.0278 0.0423 -0.1269 -1.05
N -0.5659 -1.6811 1.1421 -0.0971 -0.2046 0.0084 0.87
C -2.0167 -1.6428 1.3642 -0.1070 -0.1133 0.0327 -1.33
C 0.1015 -1.9211 2.4210 0.0719 0.0493 0.0716 -1.21
H 1.8446 -2.4018 -2.4752 -0.0175 -0.0056 0.0091 0.32
H 2.1664 -1.8389 -0.8153 0.0087 0.0228 -0.0023 0.32
H 2.2950 -0.7097 -2.1567 -0.0156 -0.0067 0.0323 0.45
H -0.0190 -1.4308 -3.7095 0.0371 0.0054 0.0158 0.34
H 0.4218 0.2213 -3.1846 -0.0082 0.0009 0.0054 0.25
H -1.1902 -0.3901 -2.8507 0.0021 0.0093 0.0033 0.43
H -0.3002 -3.1868 -1.9027 -0.0213 0.0085 -0.0164 0.37
H -1.5355 -2.0445 -1.3468 -0.0076 0.0209 -0.0213 0.44
H 0.8442 -2.9687 0.3128 -0.0081 -0.0185 0.0583 0.45
H -0.7692 -3.6665 0.4258 0.0015 0.0061 0.0090 0.38
H -2.3848 -2.6287 1.6924 0.0621 -0.0057 0.0036 0.38
H -2.5401 -1.3411 0.4590 0.0127 0.0319 -0.0027 0.32
H -2.2349 -0.9034 2.1326 0.0442 0.0543 -0.0544 0.23
H -0.2004 -2.8894 2.8488 -0.0032 -0.0003 -0.0144 0.35
H -0.1563 -1.1271 3.1207 -0.0244 -0.0342 -0.0197 0.28
H 1.1838 -1.9179 2.2858 -0.0032 0.0034 -0.0328 0.29
I 2.4736 3.1612 0.4645 -0.1688 -0.1191 -0.0284 -0.17
C 1.6222 1.3907 -0.4572 -0.1068 -0.3994 0.0077 -1.19
H 1.5096 1.7024 -1.4977 0.0611 -0.0211 -0.0309 0.34
H 2.4646 0.6909 -0.4038 0.0894 0.1628 -0.0790 0.36
```
Forces are in eV/Å.

Output
ΔE to the lowest compared entry with this formula, charge and spin: 0.099 eV
Kohn-Sham gap (alpha / beta): 6.1 / 6.4 eV
E_HOMO (alpha / beta): -3.45 / -3.77 eV
total charge: -1
spin multiplicity: 3
max |F|: 0.92 eV Å⁻¹

Density functional theory data (wB97M-V/def2-TZVPD) for a cluster of 3 separate species, C12H28N3O13PS2 in total.

XYZ file:
```
59
Properties=species:S:1:pos:R:3:forces:R:3:mulliken_charge:R:1
C 1.8983 0.0149 -1.6021 -0.3818 -0.2401 -0.0625 -1.43
C 0.8865 -1.0877 -1.3437 0.0971 -0.2184 0.0765 0.34
O -0.2298 -0.6675 -0.5838 -0.3962 0.2838 0.0555 -0.16
C 0.3709 -1.7398 -2.6181 -0.0451 -0.7252 0.8967 -1.00
O -0.7996 -1.0902 -3.1354 0.3839 0.1766 -0.0231 0.07
P -0.5504 -0.0146 -4.2797 -0.3918 0.9098 -1.7031 0.67
O 0.7169 -0.0991 -4.9713 1.2585 -0.2871 -0.0705 -0.77
O -1.7628 -0.2555 -5.2796 -0.5173 -0.6162 0.7224 -0.57
O -0.7791 1.4554 -3.7406 -0.4225 -0.4568 1.0603 -0.40
C -1.5026 1.6372 -2.4881 0.2050 0.3020 -0.3632 -0.47
C -2.9015 1.0527 -2.4656 -0.3039 0.4566 0.7462 -0.13
C -3.3126 0.6349 -1.0418 -0.0322 -0.2590 -0.3942 -0.79
C -3.3533 -0.8550 -0.7880 -0.1002 -0.3678 0.2407 -0.35
N -4.5423 -1.5320 -1.3669 0.1572 -0.1940 0.1028 -0.38
C -4.2237 -2.0383 -2.6731 -0.1410 -0.0295 0.1388 0.15
N -4.6789 -1.5066 -3.7120 -0.0337 0.3250 -0.7331 -0.53
N -3.3286 -3.1308 -2.8136 -0.0478 -0.2151 0.2423 -0.49
H 2.8553 -0.4539 -1.7809 0.3844 0.0061 -0.1351 0.46
H 1.9716 0.6537 -0.7358 0.0782 0.2704 0.2546 0.30
H 1.6396 0.5896 -2.4846 -0.0327 0.2759 -0.0809 0.28
H 1.3689 -1.8986 -0.8033 0.3134 -0.1195 0.1282 0.50
H -0.1612 -0.9565 0.3303 0.3090 0.0184 0.1017 0.04
H 0.0608 -2.7393 -2.3391 -0.3882 -0.2603 -0.0822 0.37
H 1.1656 -1.8599 -3.3437 -0.0135 0.3439 -0.4008 0.49
H -2.2713 -1.0445 -5.0206 -0.1876 0.2734 -0.3346 0.35
H -0.8917 1.2844 -1.6660 0.1099 -0.3805 0.0071 -0.02
H -1.5782 2.7084 -2.3730 0.0965 0.3541 -0.0556 0.48
H -3.0400 0.2526 -3.1723 0.0794 -0.2165 -0.1374 0.18
H -3.5902 1.8389 -2.7435 -0.1750 0.1606 -0.4981 0.29
H -4.3007 1.0161 -0.8204 -0.3146 0.1232 0.0635 0.60
H -2.6477 1.0817 -0.3104 0.2656 0.1323 0.1351 0.21
H -3.3917 -1.0015 0.2845 -0.0988 -0.0987 0.3098 0.49
H -2.4557 -1.3649 -1.1268 0.3125 0.2303 -0.0195 0.12
H -4.7437 -2.3232 -0.7635 -0.1117 0.0219 -0.0045 0.30
H -5.2725 -0.7224 -3.4508 -0.0360 0.0204 0.0205 0.32
H -2.3679 -2.8066 -2.8219 0.0052 -0.0405 -0.1037 0.20
H -3.4447 -3.7975 -2.0598 0.1841 0.0612 0.0591 0.31
C -0.4813 2.3136 3.2440 -0.1990 0.1879 0.3829 -0.27
C 0.8205 2.0179 3.9558 0.1884 0.1851 -0.4213 -0.41
O 0.6546 0.6792 4.4558 -0.4013 -0.0441 -0.0294 -0.27
S -0.2536 -0.1576 3.4477 0.2850 0.7025 0.0617 1.08
O 0.5971 -0.9124 2.5873 -0.2899 -0.2189 -0.1416 -0.55
O -1.3077 -0.7571 4.1751 0.0158 -0.3713 0.0153 -0.56
O -0.8308 1.0746 2.6050 0.2737 -0.1552 -0.0539 -0.29
H -1.2748 2.5739 3.9470 0.0031 -0.0066 -0.0094 0.29
H -0.3813 3.1010 2.5024 -0.0222 -0.1608 -0.1786 0.34
H 1.0200 2.7012 4.7735 0.0161 -0.1914 0.1648 0.43
H 1.6638 2.0232 3.2667 0.0080 0.0429 0.0142 0.20
C 5.5034 -0.5284 4.2496 -0.3385 -0.2848 -0.1207 -0.29
C 5.7196 0.1642 2.9211 0.4544 -0.0134 -0.0050 -0.34
O 4.9256 1.3558 3.0118 -0.2491 -0.1279 0.2288 -0.30
S 4.9084 1.8747 4.5279 0.2484 -0.4697 -0.1981 1.04
O 5.8757 2.8947 4.6847 -0.0179 0.1891 0.1757 -0.55
O 3.5553 2.0638 4.9071 -0.0762 0.2349 0.0486 -0.45
O 5.4636 0.5376 5.2093 0.1412 0.2255 -0.2114 -0.31
H 4.5461 -1.0526 4.2762 0.0096 0.0010 -0.0183 0.26
H 6.3040 -1.2200 4.4953 0.0710 0.1384 0.1705 0.31
H 5.3966 -0.4373 2.0767 -0.1891 0.1489 -0.0382 0.32
H 6.7629 0.4555 2.7851 0.0003 -0.0331 0.0035 0.29
```
Forces are in eV/Å.

Output
Kohn-Sham gap: 9.6 eV
E_HOMO: -9.42 eV
SMILES: [H]/N=C(/N)NCCCCO[P@](=O)(O)OC[C@@H](C)O.O=S1(=O)OCCO1.O=S1(=O)OCCO1
max |F|: 1.97 eV Å⁻¹

Density functional theory data (wB97M-V/def2-TZVPD) for a structure of composition C12H28N4O4Rb.

XYZ file:
```
49
Properties=species:S:1:pos:R:3:forces:R:3:mulliken_charge:R:1
Rb -0.9058 -0.5302 0.3550 0.1863 0.0321 0.1543 0.87
C -1.9878 1.7235 -3.0401 -0.4504 -0.1406 0.5323 -0.72
C -0.5316 1.3979 -2.8657 0.1687 0.0761 0.1957 0.57
O -0.0374 1.2121 -1.7527 -0.0487 -0.0826 -0.3064 -0.59
N 0.2030 1.3416 -3.9901 0.0604 -0.1698 -0.1727 -0.17
C 1.6106 1.0089 -3.9650 0.3160 0.0327 0.5184 -0.75
H -2.3913 1.9110 -2.0430 0.0175 0.0887 -0.1100 -0.13
H -2.5385 0.8696 -3.4400 0.0913 0.0188 -0.1752 0.36
H -2.1648 2.5918 -3.6693 0.0820 -0.0049 -0.1197 0.39
H -0.2705 1.3175 -4.8764 -0.0607 0.1724 0.0256 0.25
H 2.1596 1.7308 -3.3555 -0.0973 0.0578 -0.1241 0.23
H 2.0108 1.0280 -4.9721 -0.0288 -0.0602 -0.0747 0.35
H 1.7895 0.0377 -3.4968 -0.0854 -0.0612 -0.1916 0.25
C -0.8476 -5.4678 -0.4254 0.3033 -0.4840 -0.1952 -0.98
C -0.0002 -4.5380 0.3857 -0.0699 0.3782 0.3820 0.60
O -0.4069 -3.4271 0.7281 0.0359 -0.0163 -0.1720 -0.59
N 1.2005 -5.0066 0.7768 0.4195 0.1624 0.1074 -0.17
C 2.1376 -4.2248 1.5652 0.2111 0.1540 -0.1662 -0.87
H -1.0960 -4.9980 -1.3737 -0.1900 0.0477 0.0271 0.26
H -1.7477 -5.7012 0.1369 -0.1473 0.1522 -0.0627 0.26
H -0.3383 -6.4121 -0.6304 -0.0358 0.0799 -0.0291 0.32
H 1.5870 -5.8237 0.3380 -0.2981 -0.1607 -0.0181 0.25
H 2.7525 -4.8969 2.1603 -0.0582 -0.0377 0.0463 0.36
H 1.6114 -3.5374 2.2192 -0.1599 -0.0532 -0.0221 0.29
H 2.8035 -3.6331 0.9278 -0.0969 0.0010 0.0242 0.29
C 3.7615 0.6397 0.2524 -0.2234 -0.1549 0.3856 -0.87
C 3.0472 -0.1461 1.3371 0.0443 0.3352 -0.1573 0.55
O 1.8773 -0.4859 1.1990 -0.1474 -0.1840 0.0088 -0.55
N 3.7613 -0.4349 2.4446 0.0657 0.1820 -0.1083 -0.16
C 3.2137 -1.1692 3.5639 -0.1212 0.2328 0.1178 -0.87
H 3.8986 -0.0206 -0.6022 0.0808 0.0314 -0.0405 0.21
H 4.7185 1.0361 0.5842 0.0587 -0.0185 -0.0950 0.37
H 3.1057 1.4538 -0.0481 0.0169 0.0222 -0.0625 0.23
H 4.6687 -0.0161 2.5494 0.0380 -0.0869 -0.1106 0.24
H 2.1292 -1.1076 3.5133 0.0022 -0.2017 -0.0625 0.30
H 3.5189 -0.6993 4.4971 0.1215 -0.0803 0.0086 0.35
H 3.5478 -2.2049 3.5446 -0.1105 -0.0781 0.1018 0.24
C -4.7760 2.8078 0.2669 0.2019 -0.3640 -0.0432 -1.26
C -3.3886 2.7689 0.8729 -0.2268 -0.1229 0.1739 0.58
O -2.7333 1.7286 0.8853 0.1593 -0.2063 -0.1330 -0.50
N -2.9147 3.8915 1.4365 -0.0887 0.2991 -0.1672 -0.14
C -3.5630 5.1952 1.4460 0.4043 0.0745 0.2466 -0.94
H -5.4631 3.4523 0.8068 -0.0054 0.0774 -0.0394 0.45
H -5.1443 1.7844 0.2881 -0.0574 0.0402 0.0170 0.31
H -4.7292 3.1051 -0.7821 0.0100 0.1726 0.0466 0.33
H -2.0273 3.8000 1.9048 0.0413 -0.0395 -0.0748 0.25
H -4.1802 5.3382 0.5663 -0.1466 -0.0964 0.0271 0.35
H -2.7966 5.9694 1.4124 0.0163 -0.0546 0.0113 0.32
H -4.1337 5.3403 2.3640 -0.1980 0.0380 -0.1242 0.29
```
Forces are in eV/Å.

Output
ΔE to the lowest compared entry with this formula, charge and spin: 0.000 eV
Kohn-Sham gap: 10.1 eV
E_HOMO: -12.15 eV
total charge: +1
max |F|: 0.71 eV Å⁻¹

The highest max |F| belongs to which entry? C12H28GaMg

The highest max |F| belongs to which entry? C12H28GaMg

The lowest max |F| belongs to which entry? C12H28N4O4Rb

Which value of max |F| does entry 1 give? 3.30 eV Å⁻¹